{"formula": "C2H5NO3", "method": "ωB97M-V with the def2-TZVPD basis set", "homo_energy_ev": [-10.093, -10.105], "total_energy_ev": -9780.0382, "gap_ev": [7.27, 7.28], "elements": ["C", "C", "N", "O", "O", "O", "H", "H", "H", "H", "H"], "coordinates": [[0.5485, 0.7151, 0.3474], [-0.6283, 0.2417, -0.4198], [-1.9737, 0.4235, -0.0689], [-2.2083, 0.9181, 1.0107], [-2.7815, 0.0022, -0.8731], [-0.8942, -2.0618, 0.4023], [1.0448, -0.2525, 0.6720], [0.2792, 1.1922, 1.3691], [1.1692, 1.2527, -0.4333], [-0.5283, 0.1649, -1.4170], [-1.7787, -2.5048, 0.3006]]}

---

{"formula": "C2H5NO3", "method": "ωB97M-V with the def2-TZVPD basis set", "homo_energy_ev": -10.384, "total_energy_ev": -9786.4731, "gap_ev": 11.35, "elements": ["N", "C", "O", "H", "H", "H", "C", "O", "O", "H", "H"], "coordinates": [[1.6747, -0.4301, -0.6433], [0.6234, 0.4459, -0.2507], [0.0811, 0.1240, 1.0156], [1.5136, -0.8600, -1.5488], [2.5877, 0.0102, -0.6684], [0.8315, 1.5121, -0.3884], [-1.2463, 0.1860, 0.4313], [-2.0850, -0.8933, 0.7840], [-0.6648, 0.0911, -0.8542], [-1.5906, -1.3359, 1.4906], [-1.7254, 1.1501, 0.6323]]}

---

{"formula": "C2H5NO3", "method": "ωB97M-V with the def2-TZVPD basis set", "homo_energy_ev": -10.142, "total_energy_ev": -9782.8019, "gap_ev": 10.39, "elements": ["N", "O", "C", "C", "O", "O", "H", "H", "H", "H", "H"], "coordinates": [[2.5378, -0.2245, 0.0913], [1.2304, 0.4010, -0.2773], [0.2693, -0.4001, 0.2478], [-1.1284, 0.0908, -0.0444], [-1.3121, 1.3294, 0.0655], [-2.1057, -0.7898, -0.0857], [2.9137, -0.3521, -0.9597], [2.9241, 0.2088, 0.6869], [0.5231, -1.4856, -0.2968], [0.3153, -0.6030, 1.2091], [-1.7873, -1.8656, -0.1186]]}

---

{"formula": "C2H5NO3", "method": "ωB97M-V with the def2-TZVPD basis set", "homo_energy_ev": -11.068, "total_energy_ev": -9784.0397, "gap_ev": 10.76, "elements": ["C", "C", "N", "O", "O", "H", "H", "H", "O", "H", "H"], "coordinates": [[0.7764, 0.0441, -0.9114], [-0.3343, -0.5935, -0.5855], [-1.2199, -1.1247, -1.5848], [-0.9680, -0.9209, -2.7509], [-2.1786, -1.7465, -1.1728], [1.4312, 0.4410, -0.1580], [1.0365, 0.1843, -1.9499], [-0.6762, -0.7803, 0.4223], [0.7527, 1.3767, 2.5395], [0.7583, 2.2911, 2.8334], [0.6219, 0.8287, 3.3179]]}

---

{"formula": "C2H5NO3S", "method": "ωB97M-V with the def2-TZVPD basis set", "homo_energy_ev": -10.646, "total_energy_ev": -20620.3015, "gap_ev": 11.35, "elements": ["C", "C", "N", "O", "O", "O", "S", "H", "H", "H", "H", "H"], "coordinates": [[0.5345, -0.8433, -0.8054], [-1.3608, -0.0792, 0.5527], [0.0654, -0.2869, 0.4161], [1.9310, 1.1601, 1.4215], [0.6659, 2.0644, -0.4736], [1.8596, -0.3437, -0.7953], [1.1359, 0.9362, 0.2639], [0.4438, -1.9347, -0.6617], [0.1389, -0.5910, -1.8883], [-2.0329, -0.5796, -0.1427], [-1.6986, -0.4558, 1.5802], [-1.6825, 0.9536, 0.5326]]}

---

{"formula": "C2H5NO4", "method": "ωB97M-V with the def2-TZVPD basis set", "homo_energy_ev": -11.405, "total_energy_ev": -11831.7869, "gap_ev": 11.28, "elements": ["C", "C", "O", "O", "N", "O", "O", "H", "H", "H", "H", "H"], "coordinates": [[1.1070, 0.6524, -0.4747], [0.0139, -0.2984, 0.1303], [0.1425, -0.1361, 1.4640], [0.0707, -1.6400, -0.3051], [-1.3863, 0.1881, -0.1791], [-2.1805, -0.5523, -0.6906], [-1.5899, 1.3494, 0.1670], [1.9214, 0.5434, 0.1573], [1.2018, 0.6880, -1.5993], [0.7070, 1.7006, -0.1650], [0.8538, -0.6567, 1.8519], [-0.8613, -1.8383, -0.3569]]}

---

{"formula": "C2H5NO4", "method": "ωB97M-V with the def2-TZVPD basis set", "homo_energy_ev": -11.297, "total_energy_ev": -11834.7715, "gap_ev": 10.83, "elements": ["O", "C", "N", "C", "O", "O", "H", "H", "H", "O", "H", "H"], "coordinates": [[2.0066, 0.3292, -1.1285], [0.7355, 0.2165, -1.1124], [0.0161, 0.1803, 0.0862], [0.5291, -0.4416, 1.2340], [-0.0684, -0.5794, 2.3228], [1.8120, -0.9625, 1.0140], [0.1578, 0.5813, -1.9342], [-1.0123, 0.2297, -0.1215], [2.1899, -0.2945, 0.4067], [-3.9546, 0.9910, -1.8137], [-4.3381, 0.6680, -1.0106], [-3.0618, 0.6773, -1.8305]]}

---

{"formula": "C2H5NOS", "method": "ωB97M-V with the def2-TZVPD basis set", "homo_energy_ev": -9.608, "total_energy_ev": -16523.9791, "gap_ev": 10.31, "elements": ["C", "C", "N", "O", "S", "H", "H", "H", "H", "H"], "coordinates": [[1.0449, 0.4270, 1.7131], [0.0347, 1.0053, 2.0580], [-0.7738, 0.2343, -1.4440], [1.1994, -1.3608, -0.8366], [-0.1001, -1.3407, -1.5354], [1.6693, 0.0728, 0.9376], [-0.5617, 0.7033, -2.3087], [-0.6493, 1.4616, 2.7131], [-0.6796, 0.5310, -0.5024], [-1.1839, -1.7338, -0.7947]]}

---

{"formula": "C2H5NOS", "method": "ωB97M-V with the def2-TZVPD basis set", "homo_energy_ev": -10.078, "total_energy_ev": -16525.1159, "gap_ev": 9.53, "elements": ["C", "C", "N", "O", "S", "H", "H", "H", "H", "H"], "coordinates": [[1.3526, 1.1420, -0.1720], [1.4481, 1.6335, 1.0451], [-1.2041, -1.8615, 0.6208], [-2.6994, -2.2741, -1.4939], [-1.7069, -2.8803, -0.2514], [1.2070, 1.7744, -1.0338], [1.4141, 0.0854, -0.3633], [1.5923, 1.0044, 1.9085], [1.3852, 2.6948, 1.2334], [-2.7891, -1.3184, -1.4932]]}

---

{"formula": "C2H5NOS", "method": "ωB97M-V with the def2-TZVPD basis set", "homo_energy_ev": -9.109, "total_energy_ev": -16522.8965, "gap_ev": 8.92, "elements": ["C", "C", "N", "O", "S", "H", "H", "H", "H", "H"], "coordinates": [[-1.0120, 0.6074, -0.1008], [-0.1165, -0.5219, -0.0751], [1.1745, -0.5640, -0.6150], [2.1597, -0.8518, 0.3540], [2.2223, 0.7573, -0.0968], [-2.0786, 0.2958, 0.2216], [-1.0668, 1.0601, -1.1000], [-0.6313, 1.4083, 0.5693], [-0.7019, -1.3222, -0.4220], [0.0507, -0.8690, 1.2649]]}

---

ΔE to the lowest compared entry with this formula, charge and spin for the records above, in order: 786.4 165.6 519.8 400.4 311.9 483.0 195.0 424.8 315.1 529.2 kJ/mol